The following is a DFT calculation (the ωB97M-V functional and the def2-TZVPD basis) of an isolated ion of composition C5H11N2 and charge +1.

Bonds (Å) are listed after each position.
Positions of all 18 atoms, in Å:
1 C -1.42440 -1.53112 0.87978  N6 1.247, H8 1.110, H9 1.068
2 C -0.77121 0.67943 -0.13594  C3 1.511, N6 1.323, N7 1.334
3 C -1.70330 1.85748 -0.29458  C2 1.511, H10 1.140, H11 1.044, H12 1.090
4 C 2.10975 -0.69637 0.47522  C5 1.510, H13 1.164, H14 1.122, H15 1.088
5 C 1.31592 -0.34525 -0.76045  C4 1.510, N7 1.443, H16 1.051, H17 1.143
6 N -1.22703 -0.52400 0.17189  C1 1.247, C2 1.323
7 N 0.45890 0.80942 -0.63490  C2 1.334, C5 1.443, H18 1.005
8 H -1.19115 -1.39158 1.95582  C1 1.110
9 H -1.94713 -2.39064 0.52187  C1 1.068
10 H -2.66535 1.38730 -0.68436  C3 1.140
11 H -1.26305 2.56545 -0.92274  C3 1.044
12 H -1.81353 2.22888 0.72416  C3 1.090
13 H 1.31706 -1.16378 1.18825  C4 1.164
14 H 2.51369 -1.70381 0.19133  C4 1.122
15 H 2.91667 -0.04987 0.81515  C4 1.088
16 H 2.08423 -0.20374 -1.46357  C5 1.051
17 H 0.70766 -1.27067 -1.04158  C5 1.143
18 H 0.58227 1.74286 -0.98537  N7 1.005

Properties
multiplicity	3
DFT total energy	-306.17910	a.u.
HOMO level (alpha / beta)	-10.62 / -15.97	eV
LUMO (alpha / beta)	-3.9 / -7.9	eV
total charge	+1
orbital gap (alpha / beta)	6.74 / 8.06	eV
ΔE to the lowest compared entry with this formula, charge and spin	156.3	kJ/mol